Record 1
Formula: C35H38CrN4S4
Source: OMol25
Level of theory: ωB97M-V/def2-TZVPD

Values from the calculation:
HOMO (spin up / spin down)	-0.563 / -0.796	eV
E_LUMO (spin up / spin down)	0.160 / 0.160	Ha
electronic energy	-4212.82587	Eh
spin multiplicity	5
ΔE to the lowest compared entry with this formula, charge and spin	92.63	kJ/mol
orbital gap (spin up / spin down)	0.181 / 0.189	hartree
total charge	-2

The geometry in XYZ format:
```
82
Properties=species:S:1:pos:R:3:lowdin_charge:R:1
Cr -0.2993 -0.0602 -0.6621 0.19
S 0.8556 0.3451 1.8379 0.91
S -1.3772 -0.4930 -3.4448 0.92
S -0.7491 2.2552 -1.5720 0.59
S 2.0935 0.1652 -1.2209 0.61
N -2.3027 0.0605 0.2827 0.04
N -0.2091 -2.1576 -1.1473 -0.02
N -4.3872 0.4410 0.8415 0.09
N 0.5069 1.6481 2.8369 -0.29
C 0.2956 4.5511 3.3056 -0.09
C -0.2550 -3.1694 -0.1806 -0.38
C 2.5817 0.4672 1.5291 -0.50
C -0.2529 3.4728 -5.3634 -0.13
C 0.1818 -2.4905 -2.3945 -0.41
C -2.2909 2.5488 4.9364 -0.09
C 0.5587 -0.6359 5.2669 -0.37
C -0.3085 3.3848 -3.9902 -0.14
C -0.4928 0.4002 4.8348 -0.15
C -1.0710 3.8698 3.2324 -0.39
C 0.3212 -4.4640 -0.5277 -0.08
C -3.5118 0.2930 -0.1811 -0.37
C -3.9255 0.4742 -1.5968 -0.04
C 1.1655 -1.6722 4.3232 -0.10
C -0.9064 1.0727 -4.1330 -0.54
C 4.8192 0.7713 2.4065 -0.13
C 1.6629 0.1051 6.0393 -0.07
C -0.8120 -2.9817 1.0390 -0.02
C -0.3322 1.4829 3.8926 -0.31
C 4.4724 0.3538 0.0651 -0.16
C 0.1938 -1.4046 -3.4462 -0.42
C -0.6480 2.1921 -3.3106 -0.68
C 0.7297 -4.7354 -1.7804 -0.13
C -0.5312 2.3612 -6.1582 -0.13
C 0.6149 -3.7328 -2.7867 -0.10
C -2.5495 1.4258 5.7179 -0.15
C -1.2161 2.6078 4.0742 -0.16
C -3.6975 0.2921 2.0291 -0.07
C 3.0757 0.3136 0.2219 -0.67
C -1.6156 0.4040 5.6686 -0.10
C 5.3293 0.5787 1.1250 -0.14
C -1.4838 3.6447 1.7733 -0.08
C 3.4497 0.7038 2.5927 -0.12
C -2.4167 0.0566 1.6642 -0.14
C -0.8585 1.1770 -5.5245 -0.14
H -1.7365 -0.4352 6.3486 0.09
H -0.0833 4.2505 -3.3803 0.08
H 3.0235 0.8571 3.5739 0.07
H 1.6809 -2.4194 4.9374 0.07
H 1.2651 0.5244 6.9664 0.07
H 2.0477 0.9372 5.4487 0.06
H 0.3402 -1.8680 -4.4223 0.07
H 4.8658 0.2307 -0.9369 0.08
H 1.0644 3.9239 2.8604 0.06
H -1.2365 -2.0382 1.3423 -0.01
H -1.7835 4.5817 3.6734 0.11
H 0.0153 4.4176 -5.8249 0.09
H 0.5760 4.7552 4.3436 0.07
H 0.4031 -2.1821 3.7382 0.06
H -1.4853 4.5845 1.2133 0.07
H 0.9150 -3.9091 -3.8095 0.08
H 1.0031 -0.6943 -3.2724 0.01
H -3.8138 -0.4467 -2.1652 0.05
H -0.7797 2.9722 1.2845 0.03
H -4.9672 0.7991 -1.6406 0.07
H 5.4763 0.9638 3.2463 0.08
H -4.1520 0.3864 2.9979 0.11
H -1.5795 -0.1007 2.3150 0.06
H 1.1406 -5.7108 -2.0240 0.08
H -3.4032 1.3782 6.3825 0.07
H 1.8823 -1.2664 3.6163 0.03
H 0.0161 -1.2382 6.0031 0.10
H 6.3991 0.6189 0.9494 0.08
H 0.3838 -5.2054 0.2605 0.09
H -2.4789 3.2006 1.7127 0.07
H -5.3619 0.6532 0.7305 0.14
H 0.2536 5.5059 2.7718 0.06
H 2.4973 -0.5584 6.2817 0.07
H -0.4940 2.4193 -7.2388 0.08
H -3.2912 1.2351 -2.0557 0.04
H -1.0881 0.2926 -6.1076 0.09
H -0.7691 -3.7773 1.7703 0.03
H -2.9547 3.4084 4.9888 0.09
```

=====

Record 2
Formula: C35H38FeN4O3P3S
Source: OMol25
Level of theory: ωB97M-V/def2-TZVPD

Values from the calculation:
HOMO (spin up / spin down)	-12.904 / -12.897	eV
E_LUMO (spin up / spin down)	-0.279 / -0.238	Ha
electronic energy	-4486.77300	Eh
spin multiplicity	2
orbital gap (spin up / spin down)	0.195 / 0.236	hartree
total charge	+2

The geometry in XYZ format:
```
85
Properties=species:S:1:pos:R:3:lowdin_charge:R:1
Fe -2.1488 -0.1565 0.2841 0.16
S -2.5555 -0.1408 2.4121 0.78
P -3.7317 1.5270 -0.5275 0.68
P 0.1711 -0.0322 0.6825 1.04
P 2.6186 0.2569 -1.2620 1.06
O -4.7717 0.4412 -0.0296 -0.34
O -4.2779 2.9691 -0.2082 -0.28
O -3.8906 1.4715 -2.1083 -0.30
N -3.7915 -2.1387 3.6076 0.13
N -2.7168 -1.9832 0.3409 -0.12
N -3.2777 -2.5739 1.4328 0.05
N -1.7635 -0.6525 -1.5961 -0.03
C 5.3269 -2.3602 -2.9243 -0.06
C 0.5995 -0.8305 2.2350 -0.39
C 1.2098 -0.8035 -0.5910 -0.46
C -1.2373 0.1036 -2.5674 -0.13
C -4.1707 3.5268 1.1314 -0.04
C -0.2844 2.6440 0.0605 -0.12
C 0.6183 -0.1422 3.4484 -0.12
C 3.9006 -0.6889 1.1069 -0.10
C 2.6437 -1.7539 -3.2217 -0.12
C 5.2277 1.7205 1.4830 -0.07
C -0.0490 4.0066 0.1338 -0.06
C 3.2234 -2.7304 -4.0157 -0.08
C -1.0530 -0.3637 -3.8547 -0.02
C -3.8639 2.5876 -3.0284 -0.05
C 4.7429 -1.3879 -2.1224 -0.08
C 4.5689 -3.0388 -3.8653 -0.07
C -1.9807 -2.4556 -3.1615 0.03
C 3.3904 -1.0837 -2.2515 -0.39
C 0.7675 -2.2171 2.2326 -0.10
C 5.3741 0.6954 2.4059 -0.06
C 1.5168 2.2360 1.6035 -0.10
C 1.0096 -2.8948 3.4165 -0.05
C 1.0752 -2.1951 4.6133 -0.05
C 0.8745 -0.8215 4.6275 -0.05
C 3.7167 0.3459 0.1896 -0.44
C -6.1798 0.4059 -0.4044 -0.03
C -2.6704 -2.6494 -0.7559 0.00
C -2.1245 -1.9194 -1.8933 -0.22
C -3.2595 -1.7454 2.4492 -0.74
C 1.7502 3.6002 1.6744 -0.04
C 0.9658 4.4860 0.9504 -0.04
C 0.4876 1.7421 0.7970 -0.35
C -1.4368 -1.6624 -4.1589 0.00
C 4.7157 -0.5151 2.2136 -0.06
C 4.3974 1.5467 0.3833 -0.12
H 5.0254 -3.7971 -4.4873 0.11
H 1.2708 -2.7227 5.5376 0.12
H -0.6486 4.6941 -0.4486 0.12
H -1.0729 2.2873 -0.5841 0.04
H -4.5407 4.5433 1.0633 0.10
H 1.5983 -1.5059 -3.3807 0.08
H -4.1840 -3.0638 3.6795 0.13
H -6.7234 0.0505 0.4643 0.10
H 1.5720 -1.7485 -0.1872 0.04
H 0.6114 -1.0491 -1.4629 0.01
H 5.7576 2.6545 1.6195 0.11
H 2.6304 -3.2452 -4.7610 0.11
H 2.5559 3.9702 2.2949 0.12
H 2.1580 1.5611 2.1532 0.10
H 5.3513 -0.8688 -1.3925 0.10
H -3.0418 -3.6654 -0.8159 0.15
H 0.7027 -2.7860 1.3128 0.10
H -6.2971 -0.2806 -1.2378 0.10
H -2.8658 2.6708 -3.4562 0.09
H 3.4209 -1.6491 0.9551 0.10
H -0.6143 0.2854 -4.5995 0.13
H 6.3787 -2.5866 -2.8096 0.11
H -4.5818 2.3682 -3.8125 0.10
H 0.9099 -0.2771 5.5618 0.12
H 6.0118 0.8319 3.2697 0.11
H 1.1478 -3.9677 3.4041 0.12
H 0.4251 0.9205 3.4866 0.10
H -1.3104 -2.0529 -5.1599 0.13
H 4.2711 2.3530 -0.3310 0.11
H -3.1292 3.5250 1.4509 0.08
H -4.7838 2.9469 1.8183 0.09
H -0.9455 1.1094 -2.3040 0.11
H -4.1380 3.5105 -2.5252 0.09
H 4.8527 -1.3249 2.9187 0.11
H 1.1507 5.5500 1.0168 0.12
H -2.2890 -3.4742 -3.3537 0.13
H -6.5169 1.4018 -0.6824 0.09
H -3.7768 -1.5447 4.4171 0.10
```

=====

Record 3
Formula: C35H38MgN12Se
Source: OMol25
Level of theory: ωB97M-V/def2-TZVPD

Values from the calculation:
HOMO	-11.311	eV
E_LUMO	-0.234	Ha
electronic energy	-4614.75393	Eh
spin multiplicity	1
ΔE to the lowest compared entry with this formula, charge and spin	231.73	kJ/mol
orbital gap	0.182	hartree
total charge	+2

The geometry in XYZ format:
```
87
Properties=species:S:1:pos:R:3:lowdin_charge:R:1
Se -0.5112 -19.9394 5.8659 0.55
Mg -1.9660 -24.8174 8.4465 0.71
N 1.6397 -23.4957 6.2927 0.17
N -1.5516 -22.8603 11.7527 0.16
N -3.5602 -26.1362 9.0989 0.03
N -4.4400 -20.7525 9.4931 0.10
N 0.0933 -17.4915 7.2848 0.00
N -0.8410 -24.0930 10.0635 0.06
N -2.1033 -26.1431 6.8211 -0.08
N -0.8440 -17.2029 5.2884 -0.01
N -0.3113 -24.5554 7.0642 0.07
N -3.0762 -22.8758 8.5027 0.06
N -0.5356 -23.7021 12.1628 0.09
N -1.1760 -26.3526 5.8904 0.09
C 1.0441 -26.3411 4.0952 0.02
C -1.2835 -17.4994 3.9012 -0.15
C -2.7346 -22.3874 9.7058 -0.18
C -5.1181 -27.1505 10.6202 -0.02
C -0.5169 -13.5816 6.1094 -0.06
C -0.0544 -15.0784 7.9826 -0.02
C -0.6995 -15.9486 5.8628 -0.15
C -0.1948 -18.0219 2.9779 -0.21
C 2.9319 -24.3527 4.3817 -0.01
C -3.9519 -22.2320 7.7036 -0.03
C -4.9838 -27.9877 8.3453 0.03
C -0.3592 -18.1106 6.1557 -0.69
C 1.8377 -24.4223 5.2488 -0.13
C -0.2330 -16.1269 7.1555 -0.18
C -0.1317 -13.7652 7.4595 -0.05
C -4.1694 -26.2078 10.2964 -0.12
C -3.9672 -26.9821 8.1033 -0.22
C 3.0716 -18.7528 8.6837 -0.24
C 0.7818 -15.8888 1.9697 -0.11
C -3.4251 -21.2638 10.1867 -0.03
C 2.1340 -26.2566 3.2190 -0.02
C -0.8009 -14.6892 5.2949 0.01
C 3.3788 -19.7070 9.8690 -0.12
C 0.8926 -25.4520 5.1654 -0.09
C -5.5496 -28.0483 9.6072 -0.01
C -4.7517 -21.1943 8.2791 -0.04
C 1.9019 -17.7816 9.0230 -0.18
C 0.4832 -18.1851 8.5425 -0.15
C -0.2543 -25.4217 5.9933 -0.26
C -3.1659 -26.9423 6.9136 -0.02
C 1.0222 -17.1168 2.8608 -0.25
C -1.7336 -23.1279 10.5149 -0.32
C 0.6376 -23.6424 7.1316 -0.13
C -0.1347 -24.4546 11.1503 -0.07
C 3.0723 -25.2404 3.3710 -0.05
H -3.8037 -25.4467 11.0163 0.13
H -0.6139 -12.5723 5.6754 0.12
H 2.1770 -27.0476 2.4438 0.13
H 3.9459 -25.2327 2.7150 0.13
H 0.5091 -25.3116 11.1875 0.15
H 0.4764 -19.2783 8.3324 0.05
H 1.8723 -17.6809 2.5011 0.10
H -4.0981 -22.6382 6.7176 0.12
H -0.0242 -15.1794 2.2661 0.06
H 0.4332 -16.2146 0.9573 0.09
H 1.3954 -16.7212 3.8017 0.10
H 1.9076 -17.7462 10.1078 0.10
H -3.4035 -27.6842 6.1107 0.15
H -0.2548 -17.9521 9.3193 0.12
H 1.7052 -15.2854 1.9025 0.08
H 0.2096 -15.3289 9.0429 0.13
H 2.3498 -22.7999 6.4147 0.16
H -5.5807 -20.6867 7.7697 0.13
H -5.6182 -27.0765 11.6082 0.13
H 0.6116 -22.9948 8.0027 0.14
H 3.6817 -23.5832 4.6107 0.13
H 3.7913 -19.2236 10.7843 0.08
H 0.0217 -19.0029 3.3572 0.03
H 0.3262 -27.1215 4.0830 0.11
H 2.7872 -19.3455 7.8204 0.08
H -1.0666 -14.5768 4.2713 0.09
H 0.0895 -12.8963 8.0997 0.11
H -0.5848 -18.1195 1.9773 0.12
H 3.9595 -18.1419 8.4280 0.11
H -5.3173 -28.6057 7.5227 0.12
H -2.0484 -18.2818 3.9917 0.10
H 4.1032 -20.5073 9.6343 0.06
H -1.8160 -16.6524 3.4627 0.13
H 2.0133 -16.7642 8.5995 0.11
H -3.2780 -20.8186 11.1929 0.14
H -0.0891 -23.5784 13.0705 0.19
H -6.3644 -28.7530 9.8078 0.13
H 2.4673 -20.2615 10.1737 0.06
```

=====

Record 4
Formula: C35H39AgN2PSe
Source: OMol25
Level of theory: ωB97M-V/def2-TZVPD

Values from the calculation:
HOMO	-3.020	eV
E_LUMO	0.091	Ha
electronic energy	-4356.41363	Eh
spin multiplicity	1
ΔE to the lowest compared entry with this formula, charge and spin	149.02	kJ/mol
orbital gap	0.202	hartree
total charge	-1

The geometry in XYZ format:
```
79
Properties=species:S:1:pos:R:3:lowdin_charge:R:1
Ag -1.3211 -0.1604 1.6140 0.69
Se 1.7681 1.7095 0.2160 0.51
P -1.3811 -2.5154 0.2898 1.03
N -3.7016 -0.5235 2.9118 -0.01
N -1.7479 2.2386 1.6070 -0.03
C -3.7938 1.4089 4.4651 -0.22
C 2.2824 -1.0843 3.9749 -0.11
C -1.4463 -1.0134 -0.7934 -0.46
C -0.5127 0.5669 -2.3665 -0.09
C 2.9791 -1.9614 3.1995 -0.07
C 3.8039 3.8681 -3.5106 -0.31
C 0.9550 -0.7263 3.6316 -0.17
C 0.4211 -2.7929 0.5809 -0.32
C 2.6420 3.9985 -1.3671 -0.32
C -1.9499 -4.6718 -3.2578 -0.09
C -2.4336 1.9445 4.0041 -0.21
C 2.4994 -3.9570 0.1092 -0.09
C 2.3640 -2.5325 2.0575 -0.18
C 3.7842 2.4832 -3.3924 -0.05
C 3.0808 -3.4236 1.2201 -0.05
C 3.3187 0.3321 -2.2022 -0.11
C -1.7032 -3.8209 -1.0019 -0.38
C -0.3647 -0.5370 -1.5389 -0.13
C -1.6488 -3.6312 -2.3816 -0.09
C 2.0776 4.8720 -0.2788 -0.12
C -2.0999 -5.0753 -0.5265 -0.12
C -4.5417 0.5593 3.4410 -0.29
C 3.2383 4.6040 -2.4774 -0.05
C -2.4014 -6.1166 -1.3961 -0.10
C 2.6040 2.5848 -1.2615 -0.61
C -2.3251 -5.9161 -2.7694 -0.11
C -2.4839 2.8273 2.7409 -0.26
C 1.0240 -2.1738 1.7348 -0.23
C -2.8260 0.7594 -1.7239 -0.11
C -1.7382 1.2173 -2.4579 -0.09
C 4.4308 4.5407 -4.7097 -0.08
C 1.1534 -3.6505 -0.2019 -0.10
C -2.6789 -0.3479 -0.8935 -0.16
C 3.2172 1.8347 -2.2943 -0.32
C 0.3005 -1.2266 2.5311 -0.21
H -4.4410 2.2445 4.7514 0.11
H -1.8378 2.0945 -3.0876 0.10
H 0.5986 -1.0208 -1.4417 0.09
H 2.3452 -0.1516 -2.3373 0.04
H 0.3361 0.9419 -2.9278 0.10
H 0.7099 -4.1132 -1.0730 0.09
H -1.9816 2.5032 4.8275 0.10
H -0.7433 2.3979 1.6948 0.01
H -3.4034 -1.1601 3.6399 0.07
H -2.1112 3.8233 2.9904 0.10
H -4.2010 -1.0747 2.2267 0.06
H -3.5198 2.9547 2.4165 0.10
H -4.8542 1.1761 2.5959 0.10
H 2.2196 5.9311 -0.5192 0.06
H 4.0039 -0.0534 -2.9630 0.07
H -2.1604 -5.2291 0.5471 0.09
H 3.2694 5.6918 -2.5247 0.10
H 3.8183 4.4159 -5.6087 0.07
H -5.4547 0.1865 3.9150 0.10
H -3.5365 -0.7418 -0.3579 0.08
H 4.5503 5.6127 -4.5364 0.06
H -2.7040 -7.0823 -1.0040 0.09
H 0.4514 -0.0143 4.2806 0.06
H -2.5643 -6.7223 -3.4539 0.09
H 4.2356 1.8796 -4.1792 0.10
H 4.0096 -2.2157 3.4274 0.10
H -3.6411 0.8056 5.3675 0.11
H 3.6659 0.0352 -1.2094 0.05
H -1.8864 -4.5083 -4.3282 0.10
H -1.3595 -2.6661 -2.7810 0.10
H 4.1115 -3.6582 1.4708 0.10
H 2.7525 -0.6269 4.8399 0.09
H 2.5586 4.6459 0.6770 0.06
H -3.7847 1.2616 -1.7961 0.09
H -2.0061 2.6753 0.7313 0.07
H 1.0131 4.6698 -0.1299 0.05
H 5.4180 4.1234 -4.9290 0.07
H 3.0572 -4.6239 -0.5379 0.09
H -1.7784 1.1008 3.8003 0.06
```

=====

Record 5
Formula: C35H39B3F3O9P
Source: OMol25
Level of theory: ωB97M-V/def2-TZVPD

Values from the calculation:
HOMO	-9.386	eV
E_LUMO	-0.007	Ha
electronic energy	-2750.13886	Eh
spin multiplicity	1
orbital gap	0.338	hartree
total charge	0

The geometry in XYZ format:
```
90
Properties=species:S:1:pos:R:3:lowdin_charge:R:1
P 1.2928 8.5335 -2.9187 0.49
F -4.7291 4.4556 -2.7700 0.15
F -5.6825 6.1484 -1.7462 0.16
F -4.3781 6.4892 -3.4773 0.15
O 0.9004 9.9026 -2.1915 -0.10
O 2.7332 8.4233 -3.1550 -0.26
O -0.6328 6.9866 -1.3749 0.30
O 4.1629 1.0248 -1.3589 0.14
O 3.0257 1.5420 -3.2056 0.08
O 1.5947 6.1182 -1.4780 0.30
O -0.1574 4.8278 -0.5639 0.31
O 0.4655 8.5521 -4.2924 -0.12
O -3.5131 5.8793 -1.5107 0.06
C 0.8205 -6.2649 -4.3812 -0.09
C 2.9691 -3.0154 7.3403 -0.09
C -5.0658 -0.7689 -0.5376 -0.09
C 1.5006 -0.2444 2.0370 -0.10
C -2.3373 -0.6832 -1.0297 -0.10
C 1.6588 -0.3480 3.4108 -0.08
C 1.1405 -4.5316 -0.9085 -0.10
C -0.4391 -5.5885 0.5636 -0.09
C -3.0690 0.4942 -0.9727 -0.10
C 2.9063 3.0524 -1.2558 -0.07
C 0.2740 1.8036 2.3311 -0.09
C -0.4073 -6.0487 -3.7722 -0.09
C -0.7893 -4.3477 1.0779 -0.09
C -4.3344 -1.9472 -0.5999 -0.09
C -2.3673 5.0695 -1.8077 -0.01
C -4.5523 5.7381 -2.3637 -0.67
C 0.5262 -5.6811 -0.4292 -0.11
C -1.5203 -6.9485 -5.7042 -0.10
C 0.8790 -6.8234 -5.6502 -0.10
C 1.8897 -2.1868 7.0693 -0.10
C -0.1715 -3.1996 0.6032 -0.12
C -4.4338 0.4521 -0.7254 -0.09
C 1.1286 0.6267 4.2445 -0.09
C -0.2915 -7.1682 -6.3104 -0.10
C 3.6201 -2.9275 8.5623 -0.10
C 0.4407 1.7048 3.7051 -0.09
C 1.4650 -1.2664 8.0168 -0.10
C -1.5779 -6.3878 -4.4363 -0.09
C 2.1187 -1.1760 9.2374 -0.10
C 3.1940 -2.0090 9.5110 -0.10
C 3.4230 1.7854 -1.9127 -0.49
C 0.8035 0.8273 1.4989 -0.10
C 0.7933 -3.2925 -0.3905 -0.09
C 1.6149 3.5507 -1.9228 -0.04
C -2.9693 -1.9041 -0.8440 -0.09
B 1.0373 4.8575 -1.2953 -0.49
B -1.0428 5.6726 -1.2068 -0.46
B 0.6712 7.0669 -1.8033 -0.48
H -2.2195 4.9778 -2.8810 0.15
H -0.4405 -2.2318 1.0067 0.09
H 1.2523 0.5456 5.3169 0.09
H 3.7007 -1.9421 10.4647 0.10
H 3.3026 -3.7299 6.5992 0.10
H 1.3778 -2.2584 6.1178 0.09
H 3.6773 3.8080 -1.2629 0.14
H -2.3971 -2.8197 -0.8906 0.09
H -0.9198 -6.4839 0.9353 0.10
H -0.4491 -5.6154 -2.7834 0.07
H 1.7348 -5.9978 -3.8660 0.09
H -2.5753 1.4469 -1.1202 0.08
H 1.9161 -1.0013 1.3845 0.09
H -2.4333 -7.2143 -6.2209 0.10
H -2.5137 4.0776 -1.4057 0.12
H -0.2691 2.6400 1.9091 0.10
H 2.1958 -1.1879 3.8320 0.10
H 1.0879 8.2316 -4.9501 0.08
H 1.8902 -4.6016 -1.6861 0.10
H -1.5461 -4.2744 1.8481 0.11
H 0.8567 2.7872 -1.7838 0.11
H 2.0863 1.3667 -3.2334 0.10
H 4.4602 -3.5752 8.7754 0.10
H 0.1823 10.3304 -2.6662 0.08
H -5.0046 1.3704 -0.6787 0.10
H 0.7988 -6.6487 -0.8302 0.11
H 0.0307 2.4659 4.3558 0.10
H 2.6851 2.7527 -0.2428 0.12
H 0.6233 -0.6197 7.8045 0.10
H -2.5363 -6.2150 -3.9643 0.10
H -4.8282 -2.8995 -0.4571 0.10
H -0.2462 -7.6081 -7.2980 0.10
H 1.8371 -6.9898 -6.1249 0.10
H 1.7896 -0.4566 9.9756 0.10
H 1.2754 -2.3970 -0.7637 0.10
H -1.2710 -0.6522 -1.2183 0.09
H -6.1295 -0.8019 -0.3421 0.10
H 0.6700 0.9025 0.4256 0.09
H 1.7598 3.6926 -2.9866 0.13
```

=====

Q: What is the total charge in the fifth record?
A: 0

=====

Q: Look up the total charge of the second one.
A: +2

=====

Q: What is the formula in the first record?
A: C35H38CrN4S4